Entry 1:
Molecular formula: C21H28N2O5
Method: DFT, the ωB97M-V functional and the def2-TZVPD basis

Results
strongest force on any atom = 0.021 hartree/bohr
E_LUMO = 0.650 eV
highest occupied orbital energy = -8.23 eV
HOMO-LUMO gap = 8.88 eV
molar mass = 388.46 g/mol
calculated total energy = -1302.676405 a.u.
SMILES = COc1cccc(OCc2cc(C(=O)N3CCC([C@H](O)C(C)C)CC3)no2)c1

Cartesian coordinates (Å):
C: -4.95819 -2.79027 0.77940
O: -5.93085 -2.34808 -0.13860
C: -6.10722 -1.01255 -0.32169
C: -7.04122 -0.64337 -1.28799
C: -7.27246 0.69333 -1.54284
C: -6.58011 1.67414 -0.85857
C: -5.64774 1.30956 0.10724
O: -5.00823 2.35033 0.73094
C: -3.98648 2.07851 1.65758
C: -2.81151 1.37011 1.05693
C: -2.15343 0.22743 1.41239
C: -1.15590 0.08032 0.41314
C: -0.25979 -1.10862 0.36988
O: -0.59639 -2.09667 1.00812
N: 0.86744 -1.06778 -0.36098
C: 1.38408 0.04600 -1.11691
C: 2.70828 0.52497 -0.51455
C: 3.72322 -0.61989 -0.48123
C: 5.08121 -0.24073 0.15891
O: 4.95135 0.08454 1.52069
C: 5.85863 0.83193 -0.65301
C: 5.68459 2.24671 -0.09768
C: 7.34795 0.48710 -0.67275
C: 3.10837 -1.79984 0.27756
C: 1.76788 -2.20272 -0.33138
N: -1.23932 1.06776 -0.44679
O: -2.25318 1.86637 -0.05624
C: -5.41949 -0.03188 0.38675
H: -3.95706 -2.43400 0.51659
H: -4.97489 -3.87728 0.72253
H: -5.20032 -2.48217 1.80190
H: -7.56493 -1.41887 -1.82234
H: -7.99683 0.97665 -2.29112
H: -6.74071 2.72136 -1.05426
H: -3.67506 3.06600 2.01546
H: -4.35690 1.49188 2.50926
H: -2.32262 -0.42835 2.23965
H: 0.65002 0.84973 -1.13549
H: 1.55596 -0.29162 -2.14612
H: 3.08014 1.35301 -1.11822
H: 2.51753 0.88415 0.49969
H: 3.92793 -0.93321 -1.51138
H: 5.68434 -1.15671 0.16715
H: 4.46025 0.91031 1.59212
H: 5.48504 0.81059 -1.68205
H: 6.11901 2.31657 0.89748
H: 4.63966 2.54498 -0.05059
H: 6.20403 2.95367 -0.74049
H: 7.51573 -0.47263 -1.15584
H: 7.72940 0.43401 0.34421
H: 7.90837 1.24595 -1.21415
H: 3.78561 -2.65439 0.25156
H: 2.96670 -1.51698 1.32202
H: 1.29531 -2.99049 0.25721
H: 1.91453 -2.55952 -1.35728
H: -4.71173 -0.31934 1.14417



Entry 2:
Molecular formula: C21H28N2O5S3
Method: DFT, the ωB97M-V functional and the def2-TZVPD basis

Results
strongest force on any atom = 0.020 hartree/bohr
E_LUMO = 0.014 eV
highest occupied orbital energy = -9.01 eV
HOMO-LUMO gap = 9.02 eV
molar mass = 484.66 g/mol
calculated total energy = -2497.257619 a.u.
SMILES = O=S(=O)(NC1CCCC1)c1ccc(S(=O)(=O)N(Cc2cccs2)C[C@H]2CCCO2)cc1

Cartesian coordinates (Å):
O: -1.25636 4.04140 -3.32509
S: -0.84812 3.71616 -1.99203
O: -1.49041 4.39421 -0.90057
N: 0.80849 3.87800 -1.94519
C: 1.39406 3.82832 -0.62040
C: 2.86856 3.37844 -0.70083
C: 3.66593 4.41965 0.08841
C: 2.83954 5.69499 -0.05561
C: 1.40831 5.18747 0.10222
C: -1.01976 1.95087 -1.72429
C: -0.06805 1.08472 -2.22670
C: -0.22691 -0.27780 -2.02670
C: -1.33876 -0.73448 -1.34479
S: -1.53009 -2.48813 -1.02369
O: -0.53017 -3.19028 -1.77982
O: -2.90436 -2.85470 -1.19269
N: -1.18844 -2.53235 0.59538
C: 0.15985 -2.15000 0.94295
C: 0.22739 -0.72063 1.38108
C: -0.74858 0.04767 1.93440
C: -0.31365 1.35240 2.26389
C: 0.99100 1.55693 1.96140
S: 1.70924 0.16477 1.24462
C: -1.98591 -3.30218 1.51611
C: -1.60359 -4.79747 1.60715
C: -2.00119 -5.60392 0.36018
C: -0.80454 -6.52862 0.14671
C: 0.32957 -5.64435 0.65252
O: -0.20177 -4.96858 1.78199
C: -2.30158 0.13117 -0.86111
C: -2.13648 1.49384 -1.04883
H: 1.12629 4.64854 -2.51387
H: 0.77914 3.10605 -0.07772
H: 3.17569 3.38081 -1.74667
H: 3.00504 2.37113 -0.31149
H: 3.72007 4.13477 1.14009
H: 4.68174 4.53099 -0.28664
H: 3.09863 6.44971 0.68473
H: 2.98459 6.12272 -1.04891
H: 0.65787 5.85801 -0.31200
H: 1.17940 5.04167 1.15802
H: 0.78250 1.48392 -2.75450
H: 0.48841 -0.99509 -2.39746
H: 0.79492 -2.30107 0.06404
H: 0.52911 -2.80974 1.73603
H: -1.74839 -0.30621 2.10605
H: -0.94696 2.09689 2.71077
H: 1.58937 2.42936 2.12909
H: -1.89428 -2.84472 2.50521
H: -3.02033 -3.23073 1.17542
H: -2.08998 -5.20120 2.50755
H: -2.93503 -6.14086 0.51018
H: -2.11373 -4.93527 -0.49192
H: -0.67267 -6.81651 -0.89241
H: -0.89144 -7.42301 0.76572
H: 1.21105 -6.19327 0.98758
H: 0.61692 -4.92340 -0.12473
H: -3.16320 -0.27480 -0.35606
H: -2.84795 2.21379 -0.67679



Entry 3:
Molecular formula: C21H28N3O7S
Method: DFT, the ωB97M-V functional and the def2-TZVPD basis

Results
strongest force on any atom = 0.015 hartree/bohr
E_LUMO = -2.552 eV
total charge = +1
highest occupied orbital energy = -11.85 eV
HOMO-LUMO gap = 9.30 eV
molar mass = 466.54 g/mol
calculated total energy = -1905.998324 a.u.
SMILES = CCOC(=O)O[C@@H](C)OC(=O)[C@H]1N2C(=O)[C@H](NC(=O)[C@H]([NH3+])c3ccccc3)[C@@H]2SC1(C)C

Cartesian coordinates (Å):
C: 6.31715 -0.13134 -2.96550
C: 6.41361 -0.92593 -1.67260
O: 5.52196 -2.05009 -1.70349
C: 4.34551 -1.91243 -1.13708
O: 3.94870 -0.96657 -0.51287
O: 3.63637 -3.03176 -1.37985
C: 2.37690 -3.20530 -0.78548
C: 2.48467 -3.55371 0.69188
O: 1.52341 -2.06454 -0.87057
C: 1.38625 -1.41178 -2.02548
O: 1.93500 -1.66842 -3.05456
C: 0.37233 -0.26703 -1.88274
N: -0.46833 -0.44250 -0.73456
C: -1.74985 -0.08171 -0.49214
O: -2.76133 -0.08291 -1.13836
C: -1.40698 0.37574 0.95300
N: -1.61445 1.78138 1.16607
C: -2.76991 2.41684 1.17051
O: -2.89643 3.63607 1.25871
C: -4.08783 1.60327 1.07277
N: -5.12162 2.67479 1.02806
C: -4.28315 0.70782 2.27048
C: -4.53726 -0.64776 2.09999
C: -4.73875 -1.45604 3.20581
C: -4.68983 -0.91562 4.48054
C: -4.43356 0.43524 4.65323
C: -4.22967 1.24835 3.55236
C: 0.04284 0.02019 0.53705
S: 1.17572 1.38973 0.14116
C: 1.02278 1.13931 -1.70829
C: 2.41117 1.24926 -2.30920
C: 0.08812 2.20886 -2.26025
H: 6.52655 -0.77592 -3.81470
H: 7.04045 0.67844 -2.94707
H: 5.32052 0.28746 -3.08252
H: 7.40921 -1.35695 -1.55295
H: 6.17079 -0.30064 -0.80775
H: 1.92709 -4.02258 -1.36687
H: 1.49767 -3.76764 1.09019
H: 3.12006 -4.42669 0.80573
H: 2.92157 -2.71552 1.22938
H: -0.23866 -0.27088 -2.79088
H: -1.82762 -0.22296 1.76435
H: -0.75912 2.34439 1.15452
H: -4.08937 1.01634 0.15029
H: -5.77014 2.61767 1.81727
H: -4.45210 3.54707 1.13775
H: -5.64003 2.72097 0.15026
H: -4.57381 -1.06628 1.10529
H: -4.93825 -2.50714 3.06991
H: -4.85026 -1.54681 5.34006
H: -4.39102 0.85707 5.64481
H: -4.01637 2.29871 3.69310
H: 0.55741 -0.73133 1.13379
H: 3.11370 0.63480 -1.75104
H: 2.75072 2.28171 -2.26830
H: 2.39800 0.92027 -3.34630
H: 0.07333 2.16112 -3.34719
H: -0.92962 2.07776 -1.89422
H: 0.43575 3.19614 -1.96553



Entry 4:
Molecular formula: C21H28N4O2
Method: DFT, the ωB97M-V functional and the def2-TZVPD basis

Results
strongest force on any atom = 0.021 hartree/bohr
E_LUMO = -0.091 eV
highest occupied orbital energy = -8.18 eV
HOMO-LUMO gap = 8.09 eV
molar mass = 368.48 g/mol
calculated total energy = -1186.543702 a.u.
SMILES = Cc1ccc(-c2ccc(=O)n(CC(=O)NCCCN3CCCCC3)n2)cc1

Cartesian coordinates (Å):
C: -7.94945 -2.91014 0.19145
C: -6.87808 -1.86548 0.15151
C: -6.86922 -0.80800 1.05140
C: -5.88912 0.16514 0.99934
C: -4.88361 0.10460 0.03749
C: -3.82916 1.11769 -0.04410
C: -3.97839 2.43587 0.47831
C: -2.95354 3.31166 0.35248
C: -1.71881 2.91892 -0.27584
O: -0.72115 3.62360 -0.39972
N: -1.72942 1.62309 -0.76930
C: -0.57437 1.12097 -1.48419
C: 0.54242 0.61541 -0.54013
O: 0.85750 -0.55458 -0.50743
N: 1.09036 1.59282 0.18952
C: 2.19459 1.39567 1.10082
C: 3.47572 2.03847 0.56666
C: 4.04741 1.20434 -0.58352
N: 4.51370 -0.07376 -0.07747
C: 4.18191 -1.20802 -0.91822
C: 4.48755 -2.50735 -0.17886
C: 5.95748 -2.55730 0.22131
C: 6.28689 -1.31750 1.04444
C: 5.92275 -0.06266 0.25726
N: -2.72836 0.77586 -0.65757
C: -4.88428 -0.96416 -0.86038
C: -5.86680 -1.92900 -0.80303
H: -8.51208 -2.85854 1.12011
H: -8.64254 -2.76548 -0.63770
H: -7.51877 -3.90479 0.09390
H: -7.63817 -0.74604 1.80834
H: -5.90019 0.95907 1.73108
H: -4.90730 2.73584 0.93742
H: -3.01092 4.32740 0.71237
H: -0.17623 1.92850 -2.10491
H: -0.90447 0.28114 -2.09604
H: 0.76143 2.54445 0.04371
H: 2.35408 0.32096 1.20670
H: 1.92829 1.82661 2.07080
H: 4.20657 2.09071 1.37345
H: 3.26443 3.05376 0.22497
H: 4.85238 1.76189 -1.08857
H: 3.25573 1.03346 -1.31680
H: 3.11355 -1.16717 -1.13953
H: 4.74363 -1.18677 -1.87202
H: 3.86499 -2.55148 0.71550
H: 4.23274 -3.35533 -0.81646
H: 6.16629 -3.46210 0.79561
H: 6.58146 -2.57573 -0.67616
H: 5.70696 -1.33223 1.96853
H: 7.34784 -1.29429 1.30141
H: 6.12927 0.82424 0.86203
H: 6.55232 -0.00661 -0.65302
H: -4.10130 -1.01921 -1.59967
H: -5.85450 -2.74840 -1.50731



Entry 5:
Molecular formula: C21H28N4O2S
Method: DFT, the ωB97M-V functional and the def2-TZVPD basis

Results
strongest force on any atom = 0.361 hartree/bohr
E_LUMO = -0.350 eV
highest occupied orbital energy = -7.80 eV
HOMO-LUMO gap = 7.45 eV
molar mass = 400.55 g/mol
calculated total energy = -1584.033603 a.u.
SMILES = CCCCN(C)CCNC(=O)c1cc2c(-c3cccc(OC)c3)nn(C)c2s1

Cartesian coordinates (Å):
C: -2.55194 -1.79638 3.49204
C: -1.57200 -1.99936 2.17248
C: -2.11800 -1.20769 0.90240
C: -3.48874 -1.98980 0.35360
N: -3.94960 -1.47363 -0.99698
C: -4.71328 -2.27429 -1.70688
C: -4.69820 -0.12319 -0.61594
C: -4.43496 1.09740 -1.72137
N: -2.88759 1.05329 -1.64236
C: -2.38431 2.42488 -0.88459
O: -3.08577 3.30306 -0.77783
C: -1.03622 2.26796 -0.50574
C: -0.00431 1.14154 -0.69045
C: 1.19500 1.65486 -0.19655
C: 2.46547 1.40636 0.07241
C: 3.20181 0.13908 -0.28069
C: 2.38163 -1.07928 -0.30860
C: 3.06822 -2.17041 -0.96173
C: 4.52813 -2.39273 -0.82186
C: 5.23150 -1.44900 -0.65805
O: 6.60252 -1.48028 -0.68399
C: 7.41380 -0.20924 -0.64571
C: 4.63567 0.11329 -0.45167
N: 3.22770 2.32799 0.31999
N: 2.41694 3.42264 0.67697
C: 2.90568 4.64504 1.35356
C: 1.31303 3.15035 0.09434
S: -0.46850 3.86862 0.28278
H: -2.06130 -2.32217 4.37888
H: -2.63961 -0.80530 3.71778
H: -3.53109 -2.17156 3.48623
H: -0.70875 -1.53938 2.33275
H: -1.42060 -2.99613 1.87643
H: -1.65042 -1.26873 0.19334
H: -2.44203 -0.19902 1.10864
H: -3.18238 -3.14548 0.17968
H: -4.31268 -1.86495 1.03638
H: -4.08551 -3.13780 -1.85547
H: -5.60852 -2.58163 -1.45959
H: -4.96020 -1.61830 -2.76330
H: -4.57188 0.49686 0.41242
H: -5.73882 -0.36262 -0.62496
H: -4.94119 2.00484 -1.47335
H: -4.41904 0.62025 -2.64926
H: -2.40492 0.25334 -1.55444
H: -0.34975 0.29026 -1.12169
H: 1.39903 -1.07777 -0.55977
H: 2.52114 -3.03540 -0.79396
H: 4.91250 -3.41827 -0.99472
H: 8.38906 -0.71785 -0.82837
H: 7.24233 0.47594 -1.34340
H: 7.26089 0.00402 0.37233
H: 5.07415 0.82965 -0.18081
H: 2.75678 5.46555 0.36857
H: 3.84731 4.64380 1.41922
H: 2.43177 4.80675 2.15087



Entry 6:
Molecular formula: C21H28N4O3S
Method: DFT, the ωB97M-V functional and the def2-TZVPD basis

Results
strongest force on any atom = 0.018 hartree/bohr
E_LUMO = 0.330 eV
highest occupied orbital energy = -7.90 eV
HOMO-LUMO gap = 8.23 eV
molar mass = 416.55 g/mol
calculated total energy = -1659.979210 a.u.
SMILES = CCCSCCCNC(=O)Cn1nc(CC)n2c(cc3c(OC)cccc32)c1=O

Cartesian coordinates (Å):
C: -2.06253 2.69103 -5.61273
C: -1.24449 2.40987 -4.35786
C: -1.82947 1.24858 -3.56968
S: -0.90337 0.90255 -2.03418
C: 0.53695 -0.00907 -2.68292
C: 0.20005 -1.45670 -3.01360
C: 1.45083 -2.29269 -3.31476
N: 2.27942 -2.44797 -2.14238
C: 2.10810 -3.46902 -1.28234
O: 1.45086 -4.46138 -1.50650
C: 2.84742 -3.24578 0.05158
N: 2.11903 -2.28403 0.85810
N: 1.33235 -2.82212 1.81190
C: 0.57939 -2.10315 2.55341
C: -0.27933 -2.83748 3.53303
C: -1.71480 -2.94910 3.01392
N: 0.53775 -0.73018 2.42514
C: 1.34504 -0.13312 1.44661
C: 1.16562 1.22203 1.45285
C: 0.22373 1.50026 2.46923
C: -0.32162 2.72094 2.91480
O: 0.10971 3.83688 2.27864
C: -0.42438 5.07810 2.66896
C: -1.23190 2.67821 3.95236
C: -1.59142 1.45979 4.53338
C: -1.07523 0.25476 4.11562
C: -0.15553 0.27281 3.06682
C: 2.18936 -0.94243 0.59897
O: 2.90917 -0.49523 -0.29062
H: -1.63388 3.52350 -6.16523
H: -3.08804 2.94229 -5.35137
H: -2.07873 1.81864 -6.26302
H: -1.22497 3.29557 -3.72000
H: -0.21439 2.18248 -4.64169
H: -2.84176 1.48045 -3.23973
H: -1.85412 0.33384 -4.16134
H: 0.91454 0.52500 -3.55436
H: 1.27603 0.05743 -1.88578
H: -0.46436 -1.49804 -3.87920
H: -0.32387 -1.90679 -2.16718
H: 1.14912 -3.29339 -3.63303
H: 2.04354 -1.82295 -4.10399
H: 2.75595 -1.62016 -1.79430
H: 3.85473 -2.86468 -0.13145
H: 2.87444 -4.18192 0.60837
H: -0.24859 -2.34428 4.50458
H: 0.14127 -3.83743 3.63873
H: -2.33613 -3.46224 3.74353
H: -1.72533 -3.51881 2.08839
H: -2.14297 -1.96865 2.81860
H: 1.64566 1.92886 0.80940
H: -1.50934 5.10992 2.52709
H: 0.04531 5.81769 2.02268
H: -0.18733 5.30706 3.71315
H: -1.68123 3.58081 4.33422
H: -2.30479 1.47022 5.34385
H: -1.39146 -0.65076 4.60134